Entry 1:
{"formula": "C37H53B2CrN7O3S", "method": "ωB97M-V/def2-TZVPD", "species": ["Cr", "C", "C", "C", "C", "C", "N", "N", "B", "N", "N", "C", "C", "C", "C", "C", "N", "N", "C", "C", "C", "C", "C", "H", "H", "H", "H", "H", "H", "H", "H", "H", "H", "H", "H", "H", "H", "H", "H", "H", "H", "H", "H", "H", "H", "C", "C", "S", "O", "C", "C", "H", "H", "H", "H", "H", "H", "H", "H", "H", "H", "C", "C", "C", "C", "C", "C", "C", "C", "N", "H", "H", "H", "H", "H", "H", "H", "H", "H", "C", "C", "C", "C", "C", "C", "C", "C", "O", "B", "O", "C", "C", "H", "H", "H", "H", "H", "H", "H", "H", "H", "H", "H", "H"], "xyz": [[-0.378953, -0.317783, -0.840354], [-3.060162, -2.990125, -0.052906], [-2.867158, -1.991623, 1.031796], [-3.693048, -1.712384, 2.130757], [-3.037117, -0.711468, 2.819093], [-3.474955, -0.028824, 4.071258], [-1.893091, -0.439365, 2.149757], [-1.792838, -1.219660, 1.072481], [-0.815794, 0.562935, 2.547826], [0.505579, -0.153914, 2.869893], [1.282735, -0.679359, 1.920748], [2.416479, -1.047572, 2.494495], [3.545916, -1.660722, 1.744697], [2.373488, -0.758023, 3.868054], [1.135159, -0.181751, 4.065534], [0.557321, 0.333359, 5.338736], [-0.523079, 1.613457, 1.462172], [0.047962, 1.354523, 0.265310], [0.418986, 2.528637, -0.256734], [1.134997, 2.705122, -1.552466], [0.063440, 3.562873, 0.613755], [-0.530495, 2.947783, 1.692248], [-1.097899, 3.606963, 2.901446], [-4.114258, -3.091180, -0.308451], [-2.678256, -3.968050, 0.245479], [-2.501338, -2.644595, -0.921493], [-4.637796, -2.161413, 2.387689], [-4.444346, -0.417228, 4.380262], [-3.560936, 1.044307, 3.911151], [-2.759454, -0.193674, 4.877180], [-1.173737, 1.121530, 3.528653], [3.381931, -1.522913, 0.681790], [3.605117, -2.730687, 1.951898], [4.491136, -1.197985, 2.037387], [3.134542, -0.938862, 4.606235], [1.246737, 0.120048, 6.153815], [-0.402196, -0.135212, 5.550242], [0.397698, 1.409534, 5.282162], [1.442711, 1.727974, -1.930014], [2.001988, 3.352238, -1.411211], [0.478696, 3.168174, -2.289323], [0.206145, 4.614698, 0.468143], [-1.100830, 4.684307, 2.752924], [-0.507591, 3.381687, 3.790099], [-2.117207, 3.271361, 3.075684], [-5.567907, 1.296570, -1.993781], [-4.972570, 2.660957, -1.895839], [-2.425759, 2.112383, -1.764495], [-2.245294, 0.737373, -1.091993], [-2.070465, 1.779459, -3.552919], [-2.744205, 0.512871, -4.026517], [-6.563385, 1.200890, -1.521345], [-4.918771, 0.569648, -1.502807], [-5.683981, 1.001782, -3.037434], [-4.999789, 3.121172, -0.918707], [-5.177308, 3.344705, -2.711257], [-0.988007, 1.661185, -3.624665], [-2.398148, 2.667054, -4.095874], [-2.580344, -0.261028, -3.276948], [-2.315610, 0.176086, -4.971101], [-3.811350, 0.660199, -4.158361], [0.993817, -3.652381, -0.353799], [2.331811, -3.338309, -0.947143], [3.328550, -4.288913, -1.027708], [4.576798, -3.990825, -1.558370], [4.826303, -2.697457, -1.990595], [3.857005, -1.717134, -1.920105], [4.136771, -0.304709, -2.349751], [2.562621, -2.017916, -1.415198], [1.611366, -1.064802, -1.362641], [0.883840, -4.723985, -0.185164], [0.196277, -3.303954, -1.010892], [0.873473, -3.125286, 0.595675], [3.133961, -5.294229, -0.668657], [5.337762, -4.756748, -1.642169], [5.811049, -2.448407, -2.375798], [5.203361, -0.141565, -2.516274], [3.786747, 0.381239, -1.575921], [3.589334, -0.070386, -3.263734], [-3.645473, -4.077479, -5.979752], [-2.278852, -4.735577, -5.745888], [-2.426229, -5.874988, -4.727967], [-1.800950, -5.343447, -7.067572], [-1.330372, -3.670997, -5.215628], [-0.284470, -3.142007, -5.953197], [0.492053, -2.116715, -5.420182], [0.255586, -1.603432, -4.159487], [1.018056, -0.584257, -3.712535], [0.930556, -0.355388, -2.309488], [-1.060814, -1.758894, -2.144083], [-0.795668, -2.147933, -3.356217], [-1.565266, -3.159197, -3.944715], [-4.364864, -4.796218, -6.374294], [-3.545244, -3.258987, -6.689850], [-4.032872, -3.668860, -5.051242], [-3.094966, -6.646807, -5.112856], [-2.833067, -5.514279, -3.788045], [-1.456493, -6.323155, -4.521778], [-2.482487, -6.132743, -7.387809], [-0.808192, -5.772311, -6.949875], [-1.769875, -4.589456, -7.850442], [-0.056774, -3.490078, -6.950137], [1.310654, -1.698496, -5.995408], [-2.383730, -3.537497, -3.348743]], "forces_ev_per_a": [[-1.684, -0.732, 0.105], [0.140, 0.134, -0.079], [0.003, -0.080, 0.092], [0.114, 0.145, 0.102], [-0.135, -0.172, -0.090], [0.198, 0.044, -0.089], [-0.660, 0.180, 0.657], [0.463, -0.192, -0.958], [0.371, -0.440, -0.363], [0.078, 0.165, 0.873], [0.361, -0.344, -0.709], [-0.099, 0.100, 0.191], [-0.172, 0.030, 0.001], [-0.238, 0.104, 0.097], [0.262, -0.134, 0.163], [-0.044, 0.044, -0.163], [-0.342, 0.673, 0.355], [0.610, 0.928, -0.178], [0.011, -0.091, 0.198], [-0.085, -0.221, 0.014], [0.025, -0.232, 0.200], [0.146, -0.082, -0.395], [0.051, -0.209, 0.055], [-0.074, -0.007, -0.011], [0.008, -0.084, -0.009], [-0.067, -0.182, -0.126], [-0.049, -0.023, -0.014], [-0.021, -0.017, -0.018], [-0.037, 0.115, 0.102], [-0.014, 0.062, 0.099], [-0.153, 0.197, 0.221], [0.167, -0.034, 0.001], [0.095, -0.060, -0.096], [0.022, -0.033, -0.040], [0.083, -0.008, 0.121], [-0.006, 0.005, 0.069], [-0.088, 0.001, 0.118], [-0.060, 0.097, 0.116], [0.110, 0.281, -0.016], [0.085, -0.024, 0.012], [-0.072, -0.027, -0.041], [0.027, 0.235, -0.051], [-0.007, 0.070, -0.036], [-0.037, 0.000, 0.090], [-0.108, 0.022, 0.107], [-0.197, -0.058, 0.063], [-0.830, 0.190, -0.073], [0.317, 1.098, -1.131], [0.860, -1.724, 0.578], [-0.035, 0.012, 0.829], [0.014, -0.036, -0.046], [0.124, 0.048, -0.053], [0.097, -0.218, 0.004], [0.012, -0.128, 0.002], [0.162, 0.119, 0.156], [0.100, 0.143, -0.127], [0.103, 0.092, -0.125], [0.064, 0.121, -0.023], [-0.087, -0.073, -0.060], [0.037, -0.087, -0.070], [-0.188, -0.006, -0.001], [-0.011, -0.005, -0.047], [-0.264, 0.357, -0.017], [0.207, -0.113, -0.061], [0.054, -0.062, -0.011], [0.246, -0.193, 0.067], [-0.416, 0.275, 0.015], [-0.005, -0.145, 0.055], [0.745, -0.799, -0.356], [-0.760, 1.002, 0.521], [-0.008, -0.075, 0.040], [-0.062, -0.062, 0.053], [-0.093, 0.066, 0.063], [-0.090, -0.032, 0.007], [0.053, -0.019, 0.048], [-0.011, 0.060, -0.051], [0.026, -0.037, -0.045], [-0.013, 0.110, -0.017], [-0.008, 0.116, -0.052], [0.088, -0.138, -0.010], [-0.123, -0.124, -0.133], [-0.024, 0.095, -0.122], [-0.052, 0.112, 0.205], [0.016, -0.023, -0.052], [-0.030, -0.046, -0.138], [0.034, 0.138, 0.127], [-0.292, -0.347, -0.189], [0.187, 0.581, 0.089], [0.761, -0.653, -0.882], [-0.040, 0.557, 0.581], [0.117, -0.231, -0.344], [0.178, 0.114, 0.075], [-0.121, -0.120, -0.051], [-0.010, 0.103, -0.070], [-0.082, 0.078, 0.107], [-0.076, -0.089, -0.053], [-0.031, -0.001, 0.105], [0.110, -0.066, 0.032], [-0.081, -0.062, 0.000], [0.138, -0.050, -0.060], [0.066, 0.071, -0.130], [0.000, -0.091, -0.064], [0.007, 0.041, 0.036], [-0.065, 0.012, 0.131]], "total_charge": -2, "molar_mass_g_mol": 749.564, "largest_force_ev_per_a": 2.01, "homo_ev": [-0.05, -1.29], "orbital_gap_ha": [0.1584, 0.2037], "s2": 6.186, "spin_multiplicity": 5, "lumo_energy_ev": [4.258, 4.257]}


Entry 2:
{"formula": "C37H53BFeN8OS4", "method": "ωB97M-V/def2-TZVPD", "species": ["Fe", "C", "C", "C", "C", "N", "N", "B", "N", "N", "C", "C", "C", "C", "C", "S", "C", "C", "C", "C", "N", "N", "C", "C", "C", "C", "C", "S", "C", "C", "C", "C", "C", "S", "C", "C", "C", "C", "H", "H", "H", "H", "H", "H", "H", "H", "H", "H", "H", "H", "H", "H", "H", "H", "H", "H", "H", "H", "H", "H", "H", "H", "H", "H", "H", "H", "H", "H", "H", "H", "H", "H", "H", "H", "H", "H", "H", "C", "O", "C", "C", "H", "H", "H", "H", "H", "H", "N", "C", "S", "N", "C", "C", "C", "C", "C", "C", "H", "H", "H", "H", "H", "H", "H", "H"], "xyz": [[-2.540052, -0.643837, 0.426971], [-3.979196, 3.766836, -0.943671], [-2.596202, 3.281680, -0.610196], [-1.502424, 3.955790, -0.996879], [-0.068444, 3.701915, -0.766830], [0.511892, 2.593725, -0.471981], [-0.151132, 1.436885, -0.382715], [-0.176008, 0.132702, 0.147797], [0.265859, -0.086127, 1.614498], [1.580123, 0.153512, 1.643609], [2.201682, 0.193219, 2.783641], [1.489843, -0.015176, 3.991871], [0.155137, -0.289934, 3.968748], [-0.647303, -0.537147, 5.207553], [-0.478762, -0.329023, 2.690580], [-2.144949, -0.693480, 2.569846], [3.697386, 0.482608, 2.693114], [4.352500, -0.618807, 1.843354], [4.350408, 0.518565, 4.073201], [3.882711, 1.840727, 2.001744], [0.501822, -0.944819, -0.759863], [1.581143, -0.487131, -1.382883], [2.257748, -1.290649, -2.158632], [1.858124, -2.634943, -2.317893], [0.733264, -3.097816, -1.695569], [0.243415, -4.504245, -1.844450], [0.012497, -2.169427, -0.902093], [-1.474893, -2.580909, -0.133670], [3.451455, -0.650979, -2.847639], [2.925209, 0.493595, -3.727079], [4.213522, -1.652915, -3.713666], [4.388678, -0.079062, -1.774116], [-2.444668, 2.017686, 0.196743], [-3.947293, 0.993337, 0.452564], [0.927641, 4.871611, -0.908763], [1.835995, 4.901971, 0.327219], [1.785569, 4.640053, -2.158786], [0.245064, 6.237976, -1.024532], [-3.948078, 4.753931, -1.402320], [-4.601997, 3.818698, -0.046541], [-4.485181, 3.083813, -1.632061], [-1.702768, 4.878770, -1.527251], [2.007904, 0.035624, 4.939655], [-0.021139, -0.457130, 6.093650], [-1.098451, -1.530823, 5.182547], [-1.465295, 0.181944, 5.284700], [4.241968, -1.597535, 2.316067], [5.418597, -0.415063, 1.731508], [3.899044, -0.656584, 0.848266], [4.244617, -0.431827, 4.601818], [3.941207, 1.316141, 4.697784], [5.417209, 0.710356, 3.955775], [3.412636, 1.840187, 1.017569], [4.947165, 2.054004, 1.886316], [3.436350, 2.644710, 2.591681], [2.440472, -3.303663, -2.937762], [0.962964, -5.107955, -2.393783], [-0.711943, -4.520744, -2.373515], [0.065652, -4.958251, -0.868497], [2.229590, 0.121000, -4.483923], [3.757707, 0.976669, -4.241380], [2.410263, 1.238401, -3.118247], [3.590575, -2.063343, -4.512065], [4.617028, -2.478208, -3.122013], [5.055634, -1.146497, -4.185881], [3.850594, 0.607756, -1.118162], [5.204107, 0.465270, -2.253313], [4.825213, -0.876675, -1.165720], [2.351803, 3.951111, 0.452646], [1.251494, 5.098227, 1.230324], [2.580112, 5.695117, 0.222999], [2.362465, 3.719131, -2.055335], [2.477801, 5.472207, -2.307956], [1.159775, 4.554564, -3.051528], [-0.439492, 6.422323, -0.193051], [-0.304871, 6.355921, -1.960595], [1.009535, 7.016133, -1.004696], [-2.496219, 3.159227, 2.289781], [-1.810375, 2.264860, 1.426194], [-1.503569, 1.050858, -0.547423], [-1.903565, 0.714562, -1.986253], [-3.504076, 2.796884, 2.509690], [-2.551149, 4.160736, 1.856359], [-1.919128, 3.201833, 3.210983], [-2.260398, 1.614320, -2.493689], [-2.683144, -0.043894, -2.062623], [-1.027681, 0.350625, -2.525563], [-4.676156, -1.848830, -1.718129], [-4.613195, -2.696122, -0.681511], [-4.324101, -2.082415, 0.893282], [-4.790154, -3.984728, -0.964345], [-4.552226, -5.150912, -0.175518], [-4.734860, -5.201172, 1.197708], [-4.480122, -6.390267, 1.868240], [-4.068234, -7.522198, 1.182550], [-3.913767, -7.468569, -0.196298], [-4.153776, -6.286138, -0.873101], [-4.706287, -0.855133, -1.521112], [-4.831173, -2.163362, -2.662301], [-4.965224, -4.196132, -1.936628], [-5.081072, -4.336694, 1.742304], [-4.623284, -6.427956, 2.940079], [-3.881952, -8.444385, 1.716098], [-3.606437, -8.347303, -0.747681], [-4.026340, -6.243344, -1.949913]], "forces_ev_per_a": [[0.134, -0.273, -0.169], [0.052, -0.055, -0.009], [-0.091, 0.026, 0.028], [0.079, 0.106, -0.013], [-0.109, 0.035, -0.027], [-0.026, -0.283, 0.170], [0.095, 0.108, -0.368], [0.033, 0.145, 0.130], [-0.094, -0.032, 0.100], [-0.014, 0.021, -0.098], [0.139, 0.001, 0.217], [-0.005, -0.020, -0.041], [0.000, 0.010, 0.010], [0.029, 0.019, -0.030], [0.118, 0.034, 0.010], [-0.010, -0.001, 0.223], [0.007, -0.042, -0.006], [-0.148, 0.017, -0.056], [0.000, -0.010, 0.006], [-0.021, -0.016, -0.002], [0.051, 0.073, -0.104], [0.018, 0.074, 0.066], [-0.003, -0.061, 0.009], [0.013, -0.079, 0.030], [0.050, -0.105, -0.078], [-0.005, 0.028, 0.019], [-0.039, -0.192, -0.048], [0.067, 0.046, -0.031], [0.079, 0.046, -0.060], [-0.008, 0.011, 0.010], [0.001, 0.006, 0.018], [0.019, -0.013, -0.051], [-0.053, -0.022, -0.077], [-0.063, 0.257, -0.146], [-0.002, 0.062, 0.026], [0.000, 0.006, 0.010], [-0.020, -0.039, -0.020], [-0.016, -0.016, -0.001], [0.020, -0.007, -0.005], [0.016, 0.011, -0.015], [0.012, -0.005, 0.024], [0.024, -0.015, -0.017], [-0.007, -0.002, -0.004], [-0.002, 0.002, -0.008], [0.005, 0.004, -0.013], [0.009, -0.008, -0.007], [-0.001, -0.001, 0.001], [0.000, 0.016, 0.001], [0.050, 0.002, 0.232], [0.007, 0.012, -0.007], [0.000, -0.018, -0.009], [-0.006, 0.005, 0.013], [0.002, 0.004, 0.017], [-0.015, -0.008, 0.006], [0.002, -0.005, -0.016], [-0.019, 0.017, -0.006], [-0.008, 0.009, -0.011], [0.010, 0.010, 0.002], [0.019, 0.008, -0.003], [0.022, 0.008, 0.019], [-0.008, -0.004, 0.009], [0.007, -0.019, -0.019], [0.004, 0.009, 0.018], [-0.010, 0.003, -0.014], [-0.001, -0.010, 0.004], [0.025, -0.030, -0.058], [0.007, -0.012, -0.003], [-0.031, 0.052, -0.065], [-0.023, 0.032, -0.005], [0.021, -0.011, -0.015], [-0.018, -0.005, 0.002], [-0.022, 0.018, -0.007], [-0.010, -0.015, 0.008], [0.023, 0.011, 0.008], [0.006, -0.004, -0.018], [0.009, -0.015, 0.016], [-0.007, -0.001, 0.009], [0.025, -0.037, -0.046], [0.054, 0.103, 0.162], [-0.251, 0.184, 0.073], [0.093, 0.031, -0.001], [-0.002, -0.008, 0.007], [-0.002, 0.013, -0.010], [0.003, -0.013, -0.014], [-0.035, -0.024, 0.025], [-0.035, -0.064, -0.023], [-0.020, 0.013, 0.017], [0.001, 0.245, 0.142], [-0.033, 0.091, -0.015], [0.007, -0.125, -0.109], [-0.048, -0.095, 0.058], [0.030, -0.022, 0.021], [-0.086, -0.001, 0.053], [0.001, -0.018, -0.015], [-0.005, 0.028, -0.014], [-0.004, -0.022, 0.029], [0.041, 0.013, -0.043], [-0.067, -0.130, -0.010], [0.026, 0.027, 0.006], [-0.064, -0.023, 0.008], [-0.004, -0.102, -0.024], [0.003, -0.001, -0.012], [0.001, 0.006, -0.007], [-0.003, 0.011, 0.009], [0.004, 0.005, 0.021]], "total_charge": 1, "de_lowest_kj_mol": 0.00, "molar_mass_g_mol": 820.811, "largest_force_ev_per_a": 0.39, "homo_ev": [-9.76, -9.76], "orbital_gap_ha": [0.2267, 0.2465], "s2": 0.831, "spin_multiplicity": 2, "lumo_energy_ev": [-3.590, -3.053]}